Entry from the Open Molecules 2025 dataset: C27H46BrNOP2SSr as an isolated structure in a non-equilibrium geometry (wB97M-V/def2-TZVPD).

Results
E_HOMO in eV: -11.727
HOMO-LUMO gap in eV: 4.30
Energy above the lowest of the compared OMol25 structures with the same formula, charge and spin in kJ/mol: 182.30
2S+1: 1
E_LUMO in Ha: -0.273
Net charge: +2

Last column: Löwdin charge in e.
Positions of all 80 atoms, in Å:
1 N 0.71947 -11.11333 1.73753  0.064
2 C -0.25027 -10.54487 2.45224  -0.123
3 C -0.55986 -9.16588 2.37866  0.005
4 C 0.17413 -8.32004 1.48229  -0.205
5 C 1.22692 -8.95813 0.78502  -0.018
6 C 1.42336 -10.35208 0.89523  -0.112
7 C -0.07160 -6.89154 1.28054  0.000
8 Sr -1.37471 -0.43750 0.07088  1.301
9 P -1.67607 2.68813 -5.06734  0.953
10 C 0.51303 -6.19958 0.26467  -0.052
11 C 0.49585 -4.77797 0.03745  -0.185
12 C 0.72007 -4.26074 -1.27114  0.027
13 C 0.84756 -2.88809 -1.47784  -0.108
14 C 0.85860 -2.00499 -0.39294  -0.332
15 C 0.48315 -2.47779 0.88723  -0.200
16 C 0.26857 -3.85744 1.07979  0.014
17 Br -0.35127 2.05244 -0.66106  0.140
18 H -0.77926 -6.38780 1.95276  0.124
19 H 1.04547 -6.76510 -0.49096  0.108
20 H -1.34875 -8.80671 3.03776  0.108
21 H 1.94041 -8.40431 0.17230  0.103
22 H -0.78980 -11.23037 3.11879  0.118
23 H 2.19506 -10.84405 0.29749  0.115
24 H 0.76979 -4.96719 -2.11356  0.144
25 H -0.02877 -4.26282 2.03770  0.122
26 H 0.98993 -2.50346 -2.50593  0.117
27 H 0.44056 -1.79156 1.75088  0.072
28 P 2.00334 -0.18554 -0.50532  1.053
29 C -2.90653 1.58832 -4.24294  -0.453
30 C -4.07950 1.38702 -5.20719  -0.181
31 H -3.22033 2.02900 -3.29135  0.066
32 H -2.40553 0.63844 -4.02099  0.053
33 H -4.96416 1.01787 -4.67934  0.065
34 H -4.34652 2.32674 -5.70423  0.062
35 H -3.81328 0.65635 -5.97797  0.070
36 C -0.45424 1.44281 -5.65759  -0.450
37 C 0.33951 1.96366 -6.85603  -0.172
38 H -1.03177 0.54953 -5.93749  0.073
39 H 0.20788 1.17851 -4.81990  0.051
40 H 0.85675 1.13305 -7.34969  0.068
41 H -0.32471 2.43366 -7.58976  0.067
42 H 1.08803 2.69937 -6.54737  0.067
43 C -0.76304 3.48504 -3.70087  -0.505
44 C -1.26946 4.89583 -3.43615  -0.173
45 H 0.31415 3.46377 -3.90992  0.078
46 H -0.93182 2.84132 -2.82455  -0.094
47 H -0.64158 5.38680 -2.68715  0.065
48 H -1.25460 5.50583 -4.34503  0.070
49 H -2.29385 4.85868 -3.05293  0.068
50 C 2.74215 1.52181 -0.04217  -0.363
51 C 4.13620 1.65438 0.55676  -0.100
52 H 1.97929 1.93970 0.63556  -0.005
53 H 2.66892 2.12715 -0.96214  0.079
54 H 4.18412 1.27641 1.58124  0.070
55 H 4.91805 1.15680 -0.02791  0.085
56 H 4.39359 2.71856 0.58550  0.103
57 C 2.43822 -0.11452 -2.29705  -0.336
58 C 3.18491 -1.32563 -2.83818  -0.123
59 H 3.07339 0.77743 -2.40655  0.095
60 H 1.50493 0.08653 -2.84794  0.078
61 H 4.17965 -1.41809 -2.39640  0.084
62 H 2.65544 -2.26216 -2.62696  0.039
63 H 3.27461 -1.25088 -3.92952  0.101
64 C 3.32950 -1.24503 0.18227  -0.356
65 C 3.16556 -1.30706 1.69772  -0.122
66 H 4.29709 -0.86047 -0.13710  0.086
67 H 3.19618 -2.23791 -0.26891  0.092
68 H 3.14384 -2.34580 2.05255  0.094
69 H 3.99031 -0.79830 2.21994  0.085
70 H 2.23669 -0.84151 2.06007  0.047
71 C 0.47224 2.54456 3.09456  -0.231
72 S -0.41419 0.98662 3.39796  0.959
73 C -2.10723 1.68178 3.22780  -0.214
74 O -0.29256 0.21673 2.05730  -0.858
75 H 0.30713 3.20270 3.96557  0.083
76 H 0.12547 2.99983 2.16810  0.027
77 H 1.54401 2.27812 3.03670  0.062
78 H -2.14100 2.25466 2.29053  0.057
79 H -2.77474 0.81538 3.20074  0.057
80 H -2.33860 2.30801 4.09429  0.077